No. 1
ORCA calculation (ωB97M-V/def2-TZVPD) on a molecular structure, C11H9CoN2O7S.

**Frontier orbital gap (alpha / beta)**: 6.8364 / 6.8192 eV

```
31
Properties=species:S:1:pos:R:3:nbo_charge:R:1
Co 0.06823 -0.04632 -0.49653 1.3620
N 0.03822 -1.96393 -0.12152 -0.7519
C -0.47020 -2.83585 -1.20599 -0.2246
C 0.41952 -2.69855 -2.42825 -0.5448
C 0.60871 -1.23263 -2.82416 0.7663
O 1.51153 -0.88698 -3.56094 -0.6197
O -0.27410 -0.41337 -2.30545 -0.7821
H 0.97904 -2.22100 0.17096 0.4035
H -0.54489 -2.05637 0.70715 0.4133
H -1.48043 -2.50238 -1.43260 0.2295
H -0.51504 -3.86906 -0.85881 0.2041
H -0.02919 -3.22196 -3.27413 0.2553
H 1.40087 -3.15199 -2.27515 0.2292
O -1.62449 0.56041 5.15048 -0.4433
C -1.27552 0.47372 4.01274 0.3978
C 0.18146 0.39717 3.50973 0.3904
O 1.17734 0.47010 4.18036 -0.4886
C 0.04231 0.23932 2.06033 0.1859
C -1.27158 0.28730 1.65426 0.1502
O -1.51907 0.22290 0.35805 -0.5901
C -2.20257 0.40959 2.77709 0.3908
O -3.40484 0.44251 2.78514 -0.4913
O 0.96095 0.08972 1.13554 -0.6768
S 1.86531 3.68856 -1.96301 0.5173
C 0.91606 4.00858 -0.57439 -0.4346
C 0.30171 2.87528 -0.16366 -0.0244
N 0.58251 1.78292 -0.94414 -0.4753
C 1.38976 2.06290 -1.93414 -0.1333
H 0.85839 4.98927 -0.13387 0.2616
H -0.36090 2.76736 0.68098 0.2409
H 1.67090 1.33277 -2.68608 0.2827
```



No. 2
ORCA calculation (ωB97M-V/def2-TZVPD) on 2 unconnected molecules or ions with the total composition C3H6NO2.

**Frontier orbital gap**: 7.8397 eV
**Energy above the lowest of the compared OMol25 structures with the same formula, charge and spin**: 165.6 kJ/mol
**Net charge**: -1

```
12
Properties=species:S:1:pos:R:3:nbo_charge:R:1
C 2.09791 -1.19279 0.30091 -0.4581
C 0.49782 0.35710 -0.36372 -0.0476
N 1.72111 0.01158 -0.45540 -0.4467
H 3.10849 -1.47297 -0.02027 0.1787
H 2.27627 -1.10204 1.37971 0.1869
H 1.49367 -2.08307 0.15728 0.1907
H 0.21005 1.19762 -0.96568 0.1587
H -0.23126 0.12908 0.42575 0.2162
O -3.93131 1.44822 -0.40070 -0.7622
C -2.80779 1.06464 -0.08826 0.6325
O -2.39332 0.48846 0.96666 -0.8159
H -2.04162 1.15418 -0.93628 -0.0331
```



No. 3
ORCA calculation (ωB97M-V/def2-TZVPD) on a molecular structure, C14H28O28S7.

**Frontier orbital gap**: 10.8199 eV
**Energy above the lowest of the compared OMol25 structures with the same formula, charge and spin**: 220.4 kJ/mol

```
77
Properties=species:S:1:pos:R:3:mulliken_charge:R:1
C 12.22939 -9.42285 11.13720 0.5442
C 12.07077 -9.78149 9.62746 -0.4925
O 13.00539 -10.78839 9.35982 -0.3799
S 13.26103 -11.72997 10.67637 1.1608
O 14.63966 -11.85780 10.97402 -0.4604
O 12.45270 -12.90835 10.59313 -0.5834
O 12.68727 -10.61001 11.73625 -0.1516
H 11.35315 -8.90261 11.50584 0.0506
H 13.08852 -8.75529 11.28831 -0.3810
H 12.24562 -8.96195 8.93424 0.3616
H 11.04586 -10.15036 9.51230 0.3151
C 17.57614 -12.42251 14.92219 0.1344
C 18.41862 -11.92989 13.70374 0.2537
O 18.35110 -13.01441 12.77464 -0.3026
S 17.58168 -14.34248 13.26646 1.0766
O 18.32024 -15.56889 13.16920 -0.5895
O 16.30578 -14.24683 12.60576 -0.4399
O 17.56810 -13.85486 14.79736 -0.3570
H 16.57454 -11.99586 14.92113 -0.2106
H 18.06869 -12.36464 15.88841 0.4023
H 19.44534 -11.85685 14.05053 0.0999
H 18.02697 -11.06583 13.18937 -0.0775
C 23.01532 -10.24725 13.68867 -0.1967
C 22.68061 -10.30379 12.19251 -0.2838
O 21.93406 -9.12437 11.91274 -0.3349
S 21.14795 -8.58543 13.19908 1.0382
O 19.98434 -9.38029 13.50681 -0.3506
O 21.04008 -7.17626 13.11067 -0.5176
O 22.37354 -9.03949 14.13194 -0.3790
H 24.05218 -10.07113 13.95629 0.2752
H 22.52728 -11.05386 14.23420 0.2368
H 22.15342 -11.20754 11.88808 0.2478
H 23.53346 -10.19259 11.52332 0.2787
C 16.21203 -8.83715 12.93644 -0.1489
C 15.93149 -7.62223 12.04369 -0.4515
O 14.89257 -6.86350 12.71551 -0.4052
S 14.39976 -7.65263 14.06203 1.0749
O 12.97206 -7.70753 14.17865 -0.5044
O 15.17100 -7.36823 15.25951 -0.5583
O 14.92159 -9.05752 13.46069 -0.1477
H 17.04177 -8.66604 13.63080 0.1309
H 16.46583 -9.74897 12.39698 0.3241
H 15.35960 -8.05037 11.21524 0.3622
H 16.77175 -7.02727 11.70571 0.3203
C 10.28743 -9.19951 14.82910 -0.6308
C 8.86466 -9.74988 15.24694 -0.3660
O 8.16596 -9.92116 14.00783 -0.3698
S 8.95350 -9.37103 12.70975 1.2507
O 8.56546 -7.98128 12.57938 -0.5776
O 8.91022 -10.25782 11.59574 -0.5390
O 10.37645 -9.61657 13.49558 -0.0160
H 11.00459 -9.63059 15.51612 0.2741
H 10.21325 -8.11291 14.79102 0.5095
H 8.28914 -8.99133 15.77621 0.2923
H 8.85196 -10.70489 15.76651 0.2903
C 17.57467 -5.31060 14.55330 -0.4680
C 18.45421 -4.25120 15.21252 -0.3648
O 18.95551 -3.43479 14.15912 -0.3487
S 18.45284 -3.92371 12.71167 1.1228
O 19.50041 -3.97590 11.71846 -0.5528
O 17.29800 -3.18289 12.33636 -0.5583
O 18.14144 -5.41861 13.26814 -0.1988
H 16.55409 -4.93678 14.40161 0.2824
H 17.48662 -6.24268 15.10521 0.4376
H 19.40474 -4.61023 15.61970 0.3001
H 17.88561 -3.81154 16.03473 0.3125
C 11.82689 -12.07927 14.52910 -0.0155
C 13.18578 -11.49426 14.97024 0.1527
O 13.95632 -12.57404 15.53418 -0.2884
S 13.11253 -13.92515 15.64388 1.0920
O 12.44810 -13.88890 16.90551 -0.5785
O 13.82592 -15.06414 15.15052 -0.5117
O 12.09320 -13.47098 14.43352 -0.4626
H 11.41970 -11.80475 13.56171 0.2609
H 11.03533 -11.97757 15.27968 0.2175
H 13.14058 -10.70574 15.72107 0.3507
H 13.70813 -11.04837 14.12537 -0.2826
```



No. 4
ORCA calculation (ωB97M-V/def2-TZVPD) on a molecular structure, C47H45GeN5SSn.

**Frontier orbital gap**: 8.1063 eV
**Energy above the lowest of the compared OMol25 structures with the same formula, charge and spin**: 0.0 kJ/mol
**Net charge**: +2

```
100
Properties=species:S:1:pos:R:3:mulliken_charge:R:1
Sn -0.19972 -1.35910 -0.20555 1.3100
C 0.16742 -0.60992 -3.48322 -0.9717
N -0.14198 -1.86484 -2.74724 0.3963
C -1.45445 -2.34737 -3.22194 -1.8019
C -2.63405 -1.69903 -2.54398 0.6829
C -3.82468 -1.46680 -3.20937 -1.0086
C -4.93246 -1.07473 -2.47172 -0.6535
C -4.81153 -0.91551 -1.09970 -1.1062
C -3.57242 -1.12116 -0.51922 -0.5215
N -2.50474 -1.49822 -1.23145 0.7022
C 0.89683 -2.86329 -3.03078 -1.4158
C 2.06590 -2.79824 -2.08371 0.7914
C 3.31163 -3.25602 -2.47868 -1.0938
C 4.34065 -3.29982 -1.55405 -0.6842
C 4.08756 -2.90408 -0.24883 -1.0788
C 2.81991 -2.46604 0.06985 -0.5315
N 1.83086 -2.39984 -0.83433 0.8192
C 1.44431 0.08860 -3.08763 0.8062
C 2.30285 0.57277 -4.06456 -1.0117
C 3.43634 1.26875 -3.67631 -1.0001
C 3.69229 1.43379 -2.32380 -1.0181
C 2.78513 0.91040 -1.41809 -0.7053
N 1.67764 0.26727 -1.78958 1.3328
H -0.66634 0.07327 -3.32693 -0.3156
H 0.21809 -0.83563 -4.55369 0.5526
H -1.52818 -3.40853 -2.98106 0.7685
H -1.53656 -2.25383 -4.30880 0.4300
H -3.88989 -1.61016 -4.28007 0.5639
H -5.88225 -0.90581 -2.96193 0.4484
H -5.66177 -0.65187 -0.48660 0.5161
H -3.42247 -0.99502 0.54636 0.7528
H 1.24796 -2.77603 -4.06329 0.4173
H 0.46648 -3.86161 -2.92309 0.7313
H 3.46623 -3.58754 -3.49719 0.5809
H 5.32503 -3.64168 -1.84510 0.4625
H 4.85767 -2.93071 0.50860 0.5504
H 2.57015 -2.15197 1.07478 0.4271
H 2.07693 0.42346 -5.11274 0.5569
H 4.11465 1.67237 -4.41658 0.4988
H 4.57027 1.96114 -1.97726 0.5499
H 2.94398 1.00393 -0.34770 0.3169
C 2.04915 3.70965 2.20266 -1.7183
C 2.05941 3.31672 3.68065 1.9396
C 3.46091 3.57880 4.24829 -1.7686
C 1.02639 4.18849 4.41307 -1.6986
C 1.69167 1.85070 3.89103 -0.0073
C 1.62669 1.34063 5.20561 -0.5023
C 1.28490 0.03581 5.47323 -1.4400
C 0.97440 -0.79352 4.39580 1.4164
S 0.50546 -2.46049 4.40479 -0.4001
C 0.34397 -2.41060 2.69579 0.2463
N 0.61559 -1.26113 2.13706 1.4756
C 0.99987 -0.31129 3.09070 -2.3467
C 1.38903 1.00728 2.84035 1.6970
C -0.12135 -3.55427 1.90002 0.5412
C -0.16967 -4.83926 2.43874 -1.0130
C -0.62349 -5.89690 1.67007 -0.9530
C -1.04125 -5.67163 0.36586 -1.1006
C -0.98486 -4.39093 -0.17123 -0.3706
C -0.52713 -3.32110 0.58596 0.4128
H 2.38333 4.74308 2.10755 0.5102
H 1.04339 3.64773 1.77997 0.3012
H 2.73170 3.09139 1.61250 0.3449
H 3.73286 4.62502 4.10090 0.4519
H 4.20611 2.95946 3.74444 0.3863
H 3.51368 3.36725 5.31657 0.3668
H 1.20905 5.24255 4.19802 0.4665
H 1.07543 4.05569 5.49410 0.3792
H 0.01351 3.94482 4.08402 0.2948
H 1.85956 1.99091 6.03814 0.4883
H 1.25542 -0.33350 6.48957 0.4576
H 1.45178 1.34388 1.81790 -0.7627
H 0.16091 -5.01464 3.45597 0.5043
H -0.65192 -6.89432 2.08696 0.4357
H -1.41419 -6.49267 -0.23242 0.4983
H -1.32176 -4.23930 -1.18896 0.5835
Ge -0.90220 1.28063 -0.21854 0.7092
C -2.34733 1.51415 1.03815 0.4793
C -2.17665 1.24044 2.39734 -0.0832
C -3.18660 1.53752 3.30086 -0.9400
C -4.37423 2.10349 2.85702 -0.6539
C -4.55183 2.38401 1.50949 -0.8143
C -3.54434 2.08744 0.60059 -0.1105
C -1.23325 1.97544 -1.97864 0.4906
C -0.27533 2.83802 -2.51397 -0.0092
C -0.51044 3.48488 -3.72077 -0.7852
C -1.70165 3.27358 -4.40062 -0.8218
C -2.66006 2.41332 -3.87734 -1.2241
C -2.42603 1.76407 -2.67442 0.9073
H 0.41964 1.88543 0.24531 -0.8271
H -1.25574 0.79797 2.75366 0.5357
H -3.04634 1.33342 4.35486 0.4905
H -5.15994 2.33409 3.56445 0.4271
H -5.47125 2.84200 1.16857 0.4952
H -3.68534 2.32741 -0.44535 0.4371
H 0.65525 3.01385 -1.98531 0.4598
H 0.23472 4.15757 -4.12537 0.4828
H -1.89208 3.78641 -5.33429 0.4415
H -3.59387 2.25826 -4.40319 0.4673
H -3.17695 1.09094 -2.27996 0.2823
```